[1]
The following is a DFT calculation (wB97M-V/def2-TZVPD) of a molecular structure, C5H6Cl2O in a non-equilibrium geometry.

Positions of all 14 atoms, in Å:
C (-0.0308, -1.2291, 0.8370)
C (0.1885, -0.1878, 0.1296)
C (-1.4216, 0.8703, -0.4674)
C (1.3666, 0.5623, -0.3398)
C (-2.8816, 0.4645, -0.3577)
O (-1.0881, 1.8648, -0.9973)
Cl (-3.4137, 0.4985, 1.2918)
Cl (-3.0956, -1.1505, -1.1044)
H (0.8481, -1.7684, 1.1497)
H (-1.0313, -1.6796, 0.9695)
H (1.1324, 1.1001, -1.2593)
H (2.2327, -0.0526, -0.3580)
H (1.5565, 1.3899, 0.2740)
H (-3.3523, 1.1698, -0.8690)

Output
Kohn-Sham gap (eV): 9.8328
Molecular weight (g mol⁻¹): 153.01
Charge: 0
ΔE to the lowest compared entry with this formula, charge and spin (kcal/mol): 53.3
Multiplicity: 1

[2]
The following is a DFT calculation (wB97M-V/def2-TZVPD) of a single C15H19N5O2S molecule in a non-equilibrium geometry.

Positions of all 42 atoms, in Å:
O (-3.4424, 2.5082, 0.7630)
N (-0.2764, -2.3638, -3.4514)
N (-2.4079, -0.8549, -0.9161)
N (-0.0618, -0.5920, -1.0179)
O (3.0935, -0.7236, 2.4859)
S (-2.8269, -2.3689, -3.7075)
C (-4.2074, 1.5554, 0.6056)
C (-1.3403, -2.0585, -2.7604)
C (-0.4892, -2.8935, -4.7131)
C (-1.8166, -2.9426, -5.0245)
C (-1.2658, -1.1391, -1.5875)
C (-2.4557, 0.0405, 0.0060)
C (-0.1242, 0.1952, 0.0258)
C (-1.2920, 0.6340, 0.5497)
N (-3.7568, 0.2897, 0.2304)
N (1.0968, 0.5897, 0.6291)
C (4.1798, -1.3314, 3.1037)
C (-5.6994, 2.0293, 0.7322)
C (1.1943, 1.6695, 1.6641)
C (2.5390, 2.3132, 1.1354)
C (2.8127, -1.0835, 1.0871)
C (3.2901, 1.3888, 0.1496)
C (2.4265, 0.0753, 0.1477)
H (0.3634, -3.1241, -5.2706)
H (-2.0531, -3.5280, -5.8853)
H (-1.3086, 1.3772, 1.2669)
H (-4.5121, -0.3830, -0.1424)
H (4.1552, -1.0335, 4.1359)
H (4.1903, -2.4964, 3.0623)
H (5.0760, -0.9468, 2.7830)
H (-6.1312, 2.0312, 1.7920)
H (-6.4322, 1.5649, 0.0368)
H (-5.5599, 3.0729, 0.4846)
H (0.4136, 2.4349, 1.7575)
H (1.1689, 1.0352, 2.5752)
H (3.0708, 2.2968, 2.0817)
H (2.4725, 3.2778, 0.7824)
H (2.0218, -1.7482, 1.0006)
H (3.7047, -1.5795, 0.6239)
H (4.3545, 1.2577, 0.4939)
H (3.4498, 1.8988, -0.8429)
H (2.3856, -0.3451, -0.8724)

Output
Kohn-Sham gap (eV): 7.8699
Molecular weight (g mol⁻¹): 333.42
Charge: 0
SMILES: COC[C@@H]1CCCN1c1cc(NC(C)=O)nc(-c2nccs2)n1
ΔE to the lowest compared entry with this formula, charge and spin (kcal/mol): 73.1
Multiplicity: 1

[3]
The following is a DFT calculation (wB97M-V/def2-TZVPD) of 2 unconnected molecules or ions with the total composition C2H3F2IO in a non-equilibrium geometry.

Positions of all 9 atoms, in Å:
C (-0.9296, -0.6594, 0.0712)
C (1.1083, 0.3574, 0.1123)
O (-1.7660, 0.3381, -0.2135)
F (1.2185, 0.9862, -1.1000)
F (0.8654, 1.2220, 1.0518)
I (2.9424, -0.7462, 0.5600)
H (-1.0596, -0.8774, 1.1486)
H (-0.7596, -1.4796, -0.6164)
H (-1.6198, 0.8589, -1.0139)

Output
Kohn-Sham gap (eV): 8.6774
Molecular weight (g mol⁻¹): 207.94
Charge: 0
ΔE to the lowest compared entry with this formula, charge and spin (kcal/mol): 72.6
Multiplicity: 1

[4]
The following is a DFT calculation (wB97M-V/def2-TZVPD) of a molecular structure, C15H32MgNO2P2 in a non-equilibrium geometry.

Positions of all 53 atoms, in Å:
Mg (0.4145, 0.6651, 0.0259)
P (2.5217, -0.8876, 0.5740)
C (2.5498, -1.4710, -1.1499)
C (1.2296, -1.4748, -1.8639)
N (0.0693, -0.8064, -1.4501)
C (-1.1002, -1.1340, -2.0200)
C (-1.1574, -2.1274, -3.0191)
C (0.0069, -2.6871, -3.5221)
C (1.2355, -2.2830, -3.0248)
C (-2.3492, -0.4386, -1.5289)
P (-2.3680, 1.1796, -0.8519)
H (2.2123, -2.6309, -3.3066)
H (-2.1352, -2.4453, -3.4126)
H (0.0345, -3.4504, -4.2838)
H (-3.0480, -0.2944, -2.3314)
H (-2.8764, -1.0500, -0.7948)
H (2.5110, 1.2129, -1.6327)
H (3.3781, -1.0988, -1.8148)
H (0.9189, 4.2470, -1.0467)
O (1.6179, 1.5589, -1.4525)
H (1.2378, 1.5363, -2.3441)
H (-1.4449, 0.9523, 0.2693)
O (0.3165, 4.9426, -0.8070)
H (-0.0481, 4.3919, -0.0458)
C (-2.4593, 2.3039, -2.1858)
H (-3.4861, 2.0663, -2.5230)
H (-2.3509, 3.3668, -1.9224)
H (-1.7388, 2.0273, -2.9683)
C (-3.7459, 1.3419, 0.1666)
H (-3.7638, 2.1713, 0.8675)
H (-4.5310, 1.4792, -0.5605)
H (-3.9285, 0.4133, 0.6871)
C (2.6943, -2.7137, 0.8575)
H (3.6596, -2.9877, 0.4074)
H (2.6336, -2.9030, 1.9339)
H (1.8854, -3.1955, 0.2926)
C (4.2131, -0.2193, 0.8545)
H (4.2893, 0.0099, 1.9297)
H (4.9632, -0.9684, 0.5842)
H (4.3794, 0.7104, 0.2966)
C (-1.3885, -0.4903, 4.0536)
C (-0.7396, 0.3604, 2.9724)
C (0.5960, 0.9359, 3.5112)
C (-0.5091, -0.4120, 1.7009)
H (-0.7551, -1.3465, 4.2857)
H (-2.3455, -0.8666, 3.7063)
H (-1.5504, 0.0822, 4.9681)
H (-1.3893, 1.2271, 2.7536)
H (1.3230, 0.1211, 3.6990)
H (1.0746, 1.6567, 2.8147)
H (0.4341, 1.4646, 4.4720)
H (0.2471, -1.1897, 1.8506)
H (-1.4379, -0.8522, 1.3285)

Output
Kohn-Sham gap (eV): 5.0378
Molecular weight (g mol⁻¹): 344.68
Charge: +1
ΔE to the lowest compared entry with this formula, charge and spin (kcal/mol): 128.6
Multiplicity: 1

HOMO level? In order: -9.1879 -8.0262 -8.7039 -8.8324 eV.
E_tot? In order: -32371.815 -38241.106 -17702.830 -45672.077 eV.